1.
CH4N | ωB97M-V/def2-TZVPD

```
6
Properties=species:S:1:pos:R:3:forces:R:3:nbo_charge:R:1
C -0.2557 -0.5670 0.1454 -2.21 -2.60 0.70 0.414
N 0.3221 0.6078 -0.1941 0.20 1.75 0.16 -0.145
H 0.2311 -1.5474 0.1840 0.98 -0.10 -0.62 0.329
H -1.3644 -0.7284 0.4069 0.88 1.14 0.14 0.356
H -0.2971 1.4600 -0.2764 0.13 -0.02 -0.69 0.517
H 1.3639 0.7750 -0.2659 0.01 -0.18 0.30 0.529
```
Forces are in eV/Å.

Output
- HOMO-LUMO gap (spin up / spin down): 13.4 / 8.7 eV
- 2S+1: 2
- Total charge: +2
- HOMO level (spin up / spin down): -29.35 / -29.29 eV
- Energy: -94.19876 Ha

=====

2.
C3H11NP | ωB97M-V/def2-TZVPD

```
16
Properties=species:S:1:pos:R:3:forces:R:3:nbo_charge:R:1
C -2.2235 0.1470 -0.8550 -1.73 -0.30 -0.82 -0.950
P -0.5804 -0.7352 -1.0859 -1.25 0.64 0.40 0.532
C 0.5068 0.2630 0.1158 -1.26 0.68 -0.09 -0.309
C 0.6169 -0.3125 1.5203 -1.55 1.01 -0.37 -0.657
N 1.8511 0.3535 -0.5372 1.64 -2.75 -3.33 -0.699
H -2.3968 1.0060 -1.5016 1.00 0.41 -0.05 0.256
H -2.5048 0.4597 0.1457 0.46 -0.10 0.32 0.241
H -3.1612 -0.3834 -1.2214 1.51 -0.47 0.51 0.280
H -0.8048 -1.7872 -0.1493 0.05 0.23 -0.23 -0.012
H 0.2884 1.3187 0.2323 -0.94 0.09 -0.24 0.235
H 0.7246 -1.3813 1.5031 1.20 -0.35 0.38 0.243
H -0.3131 -0.1874 2.1235 0.21 0.16 -0.98 0.270
H 1.2512 0.4236 1.9693 1.32 -0.71 1.19 0.230
H 2.6534 0.5908 -0.0041 0.71 0.89 1.48 0.434
H 1.9926 0.8881 -1.4760 -1.07 -0.99 1.90 0.466
H 2.0995 -0.6633 -0.7794 -0.30 1.55 -0.07 0.441
```
Forces are in eV/Å.

Output
- SMILES: CP[C@@H](C)[NH3+]
- HOMO-LUMO gap: 9.9 eV
- Total charge: +1
- HOMO level: -13.66 eV
- Energy: -516.70820 Ha

=====

3.
C3H4BrN3O | ωB97M-V/def2-TZVPD

```
12
Properties=species:S:1:pos:R:3:forces:R:3:nbo_charge:R:1
C 2.9744 0.9015 -0.3450 -0.06 -0.26 -0.27 -0.019
C -0.3644 1.4140 -0.9302 0.01 -0.19 0.75 0.851
C -0.7744 -0.9733 -0.3064 -0.13 -0.55 0.00 -0.409
N 2.7899 1.7878 0.4323 -0.21 -0.23 -1.10 -0.032
N 2.8477 2.8946 0.9250 0.72 1.15 1.26 -0.433
N -0.5327 0.4171 -0.3143 0.03 0.02 0.11 -0.537
O -0.1733 2.4912 -1.3223 0.17 1.00 -0.81 -0.537
Br 3.0008 -0.9182 -0.2383 -0.02 -0.33 0.24 0.134
H -0.3808 -1.3754 0.6265 -0.09 -0.14 -0.08 0.214
H -1.8495 -1.1583 -0.3513 0.09 -0.13 0.01 0.209
H -0.2791 -1.4710 -1.1423 -0.06 -0.01 0.05 0.207
H 1.9611 3.3797 1.0110 -0.45 -0.34 -0.16 0.352
```
Forces are in eV/Å.

Output
- HOMO-LUMO gap: 8.8 eV
- HOMO level: -8.86 eV
- Energy: -2930.11297 Ha

=====

4.
CH3Cl2FSi | ωB97M-V/def2-TZVPD

```
8
Properties=species:S:1:pos:R:3:forces:R:3:nbo_charge:R:1
C -0.4777 -0.4068 0.1152 -1.57 -2.50 1.28 -1.383
Si -2.2219 -0.1178 0.1645 0.62 -0.21 0.29 1.559
Cl -3.3947 1.3388 -0.6412 0.75 -0.25 0.10 -0.306
Cl -3.5743 -1.3861 0.9915 0.25 -0.12 -0.27 -0.329
H 0.1209 0.2549 0.6704 0.84 1.73 -0.10 0.275
H -0.1968 -1.3921 0.6543 -1.06 1.10 -1.00 0.284
F 0.8881 -0.4132 -2.1055 -1.40 -0.62 1.41 -0.640
H 0.2158 -0.5934 -1.3119 1.58 0.87 -1.72 0.540
```
Forces are in eV/Å.

Output
- SMILES: C=[Si](Cl)Cl.F
- HOMO-LUMO gap: 8.8 eV
- HOMO level: -9.68 eV
- Energy: -1349.65716 Ha

=====

5.
C4H7BrN2 | ωB97M-V/def2-TZVPD

```
14
Properties=species:S:1:pos:R:3:forces:R:3:nbo_charge:R:1
C 0.9286 -2.0579 0.3215 1.64 -2.37 -0.61 0.005
N 0.2487 -1.0422 0.1124 -0.56 -0.96 1.06 -0.425
C 0.8627 0.1505 -0.0567 1.35 2.99 1.71 -0.075
Br 2.8993 0.2011 -0.6474 -1.03 -0.09 0.07 -0.166
C 0.0724 1.0772 -0.9289 0.17 -0.10 -0.96 0.081
N -1.1503 1.3419 -0.7834 2.12 1.20 -2.13 -0.363
C -1.8652 0.9026 0.3065 -1.07 -1.15 2.29 -0.459
H 2.0012 -2.0698 0.0003 -0.62 0.00 0.67 0.171
H 0.5424 -3.0149 0.7123 -0.32 0.63 -0.38 0.182
H 1.0365 0.6094 0.9966 -0.42 -0.62 -1.73 0.246
H 0.6142 1.4272 -1.8044 -0.19 0.25 -0.05 0.189
H -2.7678 1.4912 0.3285 -0.80 -0.35 0.01 0.200
H -2.0451 -0.2206 0.1512 -0.05 1.65 0.94 0.231
H -1.3776 1.2042 1.2914 -0.22 -1.06 -0.88 0.183
```
Forces are in eV/Å.

Output
- SMILES: C=N[C@@H](Br)/C=N\C
- HOMO-LUMO gap: 9.6 eV
- HOMO level: -9.45 eV
- Energy: -2840.05521 Ha

=====

6.
C6H9NO | ωB97M-V/def2-TZVPD

```
17
Properties=species:S:1:pos:R:3:forces:R:3:nbo_charge:R:1
C -0.8500 -0.5922 -1.6097 0.49 -1.14 0.68 -0.705
C 0.7912 1.0868 -0.5694 0.10 0.09 -0.25 0.182
C -0.3602 0.1692 -0.3927 -1.22 2.89 0.24 0.379
C -0.7511 -0.9116 1.1153 -1.45 -4.52 3.77 -0.125
C 1.0875 2.0385 0.3167 -0.19 0.00 -0.26 -0.365
C -0.1246 -1.2283 2.2814 0.55 0.97 -0.68 -0.427
O 1.6014 0.8950 -1.6560 0.09 -0.02 -0.19 -0.673
N -1.0660 0.3454 0.7384 1.13 1.29 -2.12 -0.511
H 1.2634 0.1853 -2.2113 0.05 0.05 0.06 0.477
H -1.3516 -1.8394 0.9456 0.33 0.42 -1.50 0.212
H -1.8035 -1.0657 -1.3854 0.06 0.02 0.02 0.251
H -0.1456 -1.3760 -1.9023 -0.07 -0.06 -0.17 0.227
H -0.9853 0.0802 -2.4593 0.12 0.26 0.23 0.246
H 0.4289 2.2213 1.1460 0.01 -0.24 0.19 0.235
H 1.9342 2.6865 0.1650 0.11 0.06 -0.13 0.210
H 0.1537 -2.2458 2.5101 -0.52 -0.14 0.13 0.196
H 0.1777 -0.4493 2.9676 0.41 0.08 -0.01 0.189
```
Forces are in eV/Å.

Output
- HOMO-LUMO gap (spin up / spin down): 7.5 / 7.5 eV
- HOMO level (spin up / spin down): -8.13 / -8.13 eV
- Energy: -363.84775 Ha

=====

It is found that the relative energy (zero: lowest compared OMol25 entry of this formula, charge and spin) values, taken in the order of the records, are 33.6; 279.8; 294.3; 469.8; 106.7; 463.4 kJ/mol.